# C6H12O

A cluster of 2 separate species, C6H12O in total (wB97M-V/def2-TZVPD, the Open Molecules 2025 dataset).

Element x y z (Å)
O1 -2.087 1.571 0.310
C1 -1.929 0.324 -0.146
C2 -1.550 -0.556 1.008
C3 2.031 -0.244 0.980
C4 -0.518 0.239 -1.717
C5 0.579 0.469 -0.961
C6 1.508 -0.583 -0.418
H1 -1.009 -0.047 1.812
H2 -2.469 2.083 -0.416
H3 1.212 -0.154 1.702
H4 -1.000 1.048 -2.256
H5 0.859 1.502 -0.746
H6 -0.780 -0.765 -2.042
H7 2.368 -0.686 -1.102
H8 2.566 0.713 0.965
H9 -2.515 -0.902 1.408
H10 -0.997 -1.442 0.685
H11 2.722 -1.010 1.349
H12 1.009 -1.561 -0.416

Forces on atoms 1 to 3 (eV/Å):
O 0.08 -0.02 -0.15
C -0.44 -0.23 0.19
C 0.10 -0.02 0.05

Computed properties:
**LUMO**: 0.83 eV
**HOMO-LUMO gap**: 8.1 eV
**E_HOMO**: -7.22 eV

Atomic partial charges in e from the natural (NBO) method, atoms 1 to 5: number 1, O, carries -0.692; number 2, C, carries 0.276; number 3, C, carries -0.755; number 4, C, carries -0.600; number 5, C, carries -0.387